{"formula": "C35H59BI2N3O20S2", "method": "wB97M-V/def2-TZVPD", "elements": ["C", "C", "C", "O", "C", "C", "C", "S", "C", "C", "C", "C", "S", "B", "N", "O", "C", "C", "I", "C", "C", "I", "N", "C", "C", "C", "N", "H", "H", "H", "H", "H", "H", "H", "H", "H", "H", "H", "H", "H", "H", "H", "H", "H", "H", "H", "H", "H", "H", "H", "H", "H", "H", "H", "H", "H", "H", "H", "H", "H", "H", "H", "C", "C", "O", "C", "O", "O", "H", "H", "H", "H", "C", "C", "O", "C", "O", "O", "H", "H", "H", "H", "C", "C", "O", "C", "O", "O", "H", "H", "H", "H", "C", "C", "O", "C", "O", "O", "H", "H", "H", "H", "C", "C", "O", "C", "O", "O", "H", "H", "H", "H", "C", "C", "O", "C", "O", "O", "H", "H", "H", "H"], "xyz": [[-4.7640, -6.8793, -2.1981], [-3.9699, -5.5867, -2.3523], [-3.4809, -5.1336, -0.9816], [-3.0765, -3.7553, -0.9909], [-1.6821, -3.5726, -0.9303], [-1.5197, -2.0921, -0.6217], [-1.6894, -1.1655, -1.8505], [-3.1542, -0.0869, -1.7694], [-0.2748, -0.5791, -2.2127], [0.2321, -1.5710, -3.3299], [1.6643, -1.4047, -3.8019], [1.9880, -2.3723, -4.9466], [1.9922, -4.1367, -4.5608], [-0.2126, 0.8228, -2.9831], [0.9244, 1.7234, -2.9085], [-1.2628, 1.2020, -3.7888], [0.5174, -0.7451, -0.8782], [1.3003, 0.3901, -0.2510], [3.3166, -0.1136, 0.1524], [0.8441, 1.6071, 0.0464], [-0.5519, 2.0620, -0.2096], [2.0140, 3.0730, 0.9417], [-0.2576, -1.6157, 0.0951], [-0.8438, -0.7576, 1.2076], [0.5505, -2.6238, 0.8732], [1.5289, -3.5267, 0.1222], [1.1911, -3.7498, -1.2809], [-5.6563, -6.7146, -1.6022], [-4.1518, -7.6196, -1.6840], [-5.0495, -7.2679, -3.1714], [-3.1084, -5.7149, -3.0056], [-4.6176, -4.7859, -2.7064], [-2.6796, -5.7741, -0.6084], [-4.3055, -5.2115, -0.2744], [-1.2557, -3.8375, -1.8997], [-1.2475, -4.2161, -0.1618], [-2.4041, -1.8868, -0.0266], [-1.9849, -1.8560, -2.6383], [-3.2912, 0.1179, -0.4521], [-0.4656, -1.4938, -4.1643], [0.1589, -2.5788, -2.9277], [2.3629, -1.5942, -2.9876], [1.8692, -0.4181, -4.2159], [1.2889, -2.2437, -5.7684], [2.9741, -2.1142, -5.3246], [3.1969, -4.2365, -3.9900], [1.6725, 1.4732, -3.5384], [0.6434, 2.6791, -3.0832], [-1.6978, 0.4530, -4.1960], [1.3203, -1.4010, -1.2040], [-0.5356, 3.0225, -0.7195], [-1.0983, 2.2193, 0.7190], [-1.1217, 1.3781, -0.8335], [-1.3829, -1.4045, 1.8919], [-0.0561, -0.2470, 1.7506], [-1.5365, -0.0341, 0.8021], [-0.1688, -3.2273, 1.4221], [1.1026, -2.0755, 1.6327], [2.5173, -3.0776, 0.1608], [1.6259, -4.4621, 0.6725], [2.0172, -4.0092, -1.8001], [0.5588, -4.5320, -1.3807], [-2.2236, 7.1836, -1.1569], [-0.7153, 7.2632, -1.2913], [-0.2738, 6.5537, -0.1237], [-1.2615, 5.7208, 0.2679], [-1.1378, 4.8836, 1.1048], [-2.3960, 5.9637, -0.4176], [-2.7418, 7.1237, -2.1092], [-2.6367, 8.0058, -0.5722], [-0.3450, 6.7438, -2.1763], [-0.3300, 8.2782, -1.2846], [2.8275, 5.8729, 3.4995], [1.4936, 6.4143, 3.9726], [1.8232, 7.7670, 4.3057], [2.9234, 8.1302, 3.6040], [3.3476, 9.2306, 3.5231], [3.4731, 7.0437, 2.9947], [2.7288, 5.1396, 2.7066], [3.4259, 5.4575, 4.3119], [0.7415, 6.4179, 3.1811], [1.0984, 5.8942, 4.8404], [3.7210, -2.3172, 3.2875], [4.9452, -2.8855, 3.9769], [4.3660, -3.8542, 4.8619], [3.1642, -4.2262, 4.3744], [2.5021, -5.1195, 4.7799], [2.8030, -3.4161, 3.3405], [3.8797, -2.0171, 2.2530], [3.2905, -1.4758, 3.8351], [5.6155, -3.3992, 3.2862], [5.5068, -2.1466, 4.5405], [5.5047, 5.6746, -0.4190], [4.0598, 5.9767, -0.7602], [4.1303, 6.2744, -2.1579], [5.2346, 5.6717, -2.6661], [5.4792, 5.5759, -3.8206], [6.0087, 5.1841, -1.6665], [5.6195, 4.9192, 0.3545], [6.0633, 6.5672, -0.1353], [3.4105, 5.1081, -0.6302], [3.6551, 6.8219, -0.2087], [-6.8451, -2.0110, -1.3462], [-7.6385, -2.7879, -2.3786], [-7.3503, -4.1433, -2.0176], [-6.9982, -4.1730, -0.7122], [-6.8606, -5.1653, -0.0761], [-6.8184, -2.9191, -0.2377], [-7.3142, -1.0750, -1.0546], [-5.8193, -1.8193, -1.6652], [-8.7134, -2.6236, -2.2939], [-7.3256, -2.5953, -3.4010], [0.8513, -1.5792, 6.1498], [-0.3279, -1.1036, 5.3242], [0.1597, 0.1286, 4.7741], [1.5146, 0.0879, 4.7689], [2.2174, 0.8820, 4.2367], [1.9587, -0.9937, 5.4499], [0.9524, -2.6602, 6.1811], [0.8351, -1.1892, 7.1675], [-0.5608, -1.7867, 4.5038], [-1.2259, -0.9267, 5.9086]], "forces_ev_per_angstrom": [[0.315, 0.099, -0.155], [0.005, 0.078, 0.813], [-0.473, 0.000, -0.172], [0.230, -0.039, 0.369], [-0.269, -0.145, -0.549], [-0.319, 0.164, -0.708], [0.298, -0.380, -0.168], [-0.300, 0.249, 0.015], [-0.948, -0.325, 0.131], [0.313, 0.074, 0.712], [-0.183, -0.432, -0.503], [0.574, 0.330, 0.240], [-0.364, -0.362, -0.056], [-0.186, 0.526, 0.075], [-0.481, -0.123, 0.220], [0.659, -0.067, -0.171], [2.076, -0.509, -1.370], [-0.080, 0.269, 0.624], [-0.235, 0.069, -0.263], [0.017, -0.322, 0.076], [-0.050, 0.192, -0.219], [-0.108, -0.071, -0.032], [-1.403, 0.994, 1.226], [0.145, 0.090, 0.269], [0.118, -0.644, -0.045], [0.258, -0.097, -0.347], [0.008, -0.116, 0.363], [-0.111, 0.025, 0.021], [-0.021, -0.205, -0.056], [-0.058, -0.139, -0.020], [-0.073, 0.067, -0.309], [0.039, 0.010, -0.358], [0.177, 0.012, -0.008], [-0.045, 0.074, 0.091], [0.204, 0.002, 0.025], [0.062, 0.036, 0.145], [0.342, -0.123, 0.689], [-0.053, 0.163, -0.259], [0.182, -0.116, 0.042], [0.014, 0.054, -0.186], [-0.105, -0.075, -0.137], [0.104, 0.147, 0.136], [-0.041, 0.178, 0.160], [-0.123, -0.054, -0.072], [0.020, -0.065, -0.196], [0.149, 0.184, -0.028], [0.310, 0.113, 0.233], [0.135, 0.074, -0.426], [-0.659, -0.063, 0.149], [-0.110, -0.252, 0.199], [-0.007, 0.084, 0.021], [0.020, 0.096, 0.116], [-0.006, -0.134, 0.009], [-0.030, -0.180, -0.061], [0.105, 0.025, -0.070], [0.038, 0.062, -0.176], [-0.195, 0.043, -0.075], [0.050, 0.190, -0.077], [0.048, 0.181, -0.076], [-0.131, 0.004, 0.311], [0.071, 0.071, -0.113], [0.053, -0.102, -0.049], [-0.005, 0.124, -0.069], [-0.032, 0.077, -0.112], [0.024, 0.004, -0.031], [0.016, 0.169, -0.026], [-0.034, -0.120, 0.111], [0.020, 0.007, -0.040], [-0.039, -0.156, 0.029], [0.024, -0.007, 0.030], [-0.010, -0.023, 0.009], [0.060, -0.020, 0.147], [-0.001, -0.041, 0.057], [-0.083, -0.065, -0.061], [0.023, -0.055, -0.019], [-0.111, -0.096, 0.025], [0.074, 0.160, -0.035], [-0.016, -0.046, -0.002], [0.051, 0.035, -0.063], [-0.005, 0.003, 0.002], [0.027, -0.020, -0.024], [0.033, 0.130, 0.096], [0.089, 0.395, -0.046], [0.049, 0.043, -0.125], [-0.069, -0.028, -0.069], [0.255, 0.271, -0.042], [-0.227, -0.178, 0.113], [-0.123, -0.014, -0.060], [0.038, -0.242, 0.081], [0.232, -0.189, -0.142], [-0.010, -0.034, 0.009], [-0.067, -0.061, 0.146], [-0.007, 0.029, 0.071], [-0.082, 0.034, 0.137], [0.011, 0.017, 0.041], [-0.022, -0.027, 0.121], [0.021, -0.026, -0.167], [-0.017, 0.021, 0.044], [0.047, -0.090, -0.097], [-0.013, 0.018, -0.024], [0.065, 0.053, 0.003], [-0.004, 0.070, -0.120], [0.012, 0.115, -0.077], [-0.052, 0.111, -0.043], [0.010, 0.031, -0.033], [-0.077, 0.093, -0.071], [0.088, -0.097, 0.123], [0.018, 0.029, -0.043], [-0.037, -0.067, 0.136], [0.030, -0.029, -0.009], [0.001, -0.005, 0.033], [0.061, -0.141, -0.010], [-0.130, -0.133, 0.133], [-0.058, -0.112, 0.061], [0.059, -0.045, -0.091], [-0.199, -0.092, 0.253], [0.083, 0.070, -0.227], [-0.151, 0.089, 0.121], [0.134, -0.015, -0.104], [-0.002, 0.048, -0.016], [0.042, -0.012, 0.009], [0.019, 0.152, -0.014]], "charge": 1, "homo_lumo_gap_ha": 0.3303, "multiplicity": 1, "e_homo_ha": -0.423}